# 1
{"formula": "CCl2O2S", "method": "ωB97M-V/def2-TZVPD", "charge": 0, "spin_multiplicity": 1, "orbital_gap_ev": [8.22, 6.46], "de_lowest_ev": 2.371, "symbols": ["C", "O", "O", "S", "Cl", "Cl"], "xyz": [[-0.471523, -1.258451, -1.376554], [-0.934514, -0.634942, -0.433144], [0.471024, 1.545360, -0.030693], [0.347635, 0.437247, 0.852592], [-0.606106, 1.233829, 2.608690], [1.193485, -1.323043, -1.620891]], "forces_ev_per_a": [[-1.60, 0.85, 1.22], [-0.80, -1.39, -1.41], [0.35, 1.17, -1.03], [0.38, 0.22, 2.40], [0.25, -0.65, -0.85], [1.42, -0.21, -0.33]]}



# 2
{"formula": "CCl2S", "method": "ωB97M-V/def2-TZVPD", "charge": 0, "spin_multiplicity": 1, "orbital_gap_ev": [4.05, 4.05], "de_lowest_ev": 3.201, "symbols": ["C", "S", "Cl", "Cl"], "xyz": [[1.208726, 0.001536, 0.020462], [2.730914, -0.170028, -0.007241], [-0.334860, 0.280366, -0.009227], [-3.604781, -0.111874, -0.003994]], "forces_ev_per_a": [[1.31, 0.42, -0.20], [-1.75, -0.06, 0.11], [-0.70, -0.50, 0.11], [1.13, 0.14, -0.01]]}



# 3
{"formula": "CCl3NO2", "method": "ωB97M-V/def2-TZVPD", "charge": 0, "spin_multiplicity": 1, "orbital_gap_ev": 10.72, "smiles": "O=[N+]([O-])C(Cl)(Cl)Cl", "de_lowest_ev": 0.400, "symbols": ["O", "N", "O", "C", "Cl", "Cl", "Cl"], "xyz": [[1.387477, 0.993722, -0.453609], [0.878707, 0.039403, 0.001724], [1.417026, -0.956031, 0.372000], [-0.579251, -0.046895, 0.055562], [-1.007836, -1.374291, 1.026580], [-1.133369, 1.496173, 0.681937], [-0.962754, -0.152080, -1.684194]], "forces_ev_per_a": [[0.94, 2.31, -0.88], [1.15, -1.49, 0.56], [1.76, -1.19, 0.44], [-1.57, 1.36, -0.84], [-1.19, -0.52, 0.22], [-0.46, -0.02, 0.24], [-0.62, -0.44, 0.26]]}



# 4
{"formula": "CCl3NO3", "method": "ωB97M-V/def2-TZVPD", "charge": 0, "spin_multiplicity": 1, "orbital_gap_ev": [8.77, 5.27], "de_lowest_ev": 2.877, "symbols": ["C", "O", "O", "N", "O", "Cl", "Cl", "Cl"], "xyz": [[2.002615, 0.183454, 0.482614], [1.382661, 0.207140, 1.514446], [-2.709521, -0.290305, -1.269694], [-3.172737, -0.247062, -0.125149], [-4.362694, -0.315776, 0.178938], [3.873757, 0.323494, 0.473277], [1.614041, -1.540909, -0.517501], [1.371876, 1.679962, -0.736929]], "forces_ev_per_a": [[-0.04, 0.39, 3.84], [1.54, -0.08, -2.40], [-0.35, 0.20, 3.29], [-2.81, -0.44, -3.40], [3.19, 0.25, 0.11], [-1.67, -0.17, -0.33], [-0.02, 1.08, -0.65], [0.17, -1.23, -0.46]]}



# 5
{"formula": "CCl4F2O2P2", "method": "ωB97M-V/def2-TZVPD", "charge": 0, "spin_multiplicity": 1, "orbital_gap_ev": [7.91, 7.43], "symbols": ["C", "O", "O", "F", "F", "P", "P", "Cl", "Cl", "Cl", "Cl"], "xyz": [[0.831089, -0.784825, -1.342857], [1.459294, -2.435350, 0.812408], [-1.362591, 1.733650, 1.988955], [1.924973, -0.250347, -1.774909], [0.692400, -2.043694, -1.924552], [0.800796, -1.185367, 0.462672], [-1.236633, 1.419567, 0.577769], [1.534661, 0.482614, 1.275601], [-1.226685, -1.402784, 0.604830], [-3.066496, 1.472207, -0.200644], [-0.350807, 2.994328, -0.479274]], "forces_ev_per_a": [[0.07, -2.75, -0.07], [0.18, 0.31, 0.28], [0.45, -0.18, 1.33], [0.51, 0.72, -0.44], [-0.25, 1.91, 0.25], [-0.30, -0.68, -0.49], [-0.19, 1.95, -1.00], [-0.15, -0.32, 0.20], [0.40, -0.11, 0.49], [-0.79, -0.37, -0.68], [0.06, -0.48, 0.14]]}



# 6
{"formula": "CClF2O2S", "method": "ωB97M-V/def2-TZVPD", "charge": -1, "spin_multiplicity": 1, "orbital_gap_ev": [7.49, 7.50], "de_lowest_ev": 2.034, "symbols": ["C", "O", "O", "F", "F", "S", "Cl"], "xyz": [[0.194182, -0.098504, -0.615392], [-0.639582, 1.419398, 1.225695], [-0.215431, -0.896270, 1.736999], [0.472207, -1.383890, -0.822386], [1.247930, 0.649070, -0.585048], [-1.078236, 0.089614, 1.035130], [-0.723715, 0.498964, -3.370151]], "forces_ev_per_a": [[-0.17, -1.53, -0.94], [-0.04, 2.90, 0.94], [-1.15, 0.55, -0.44], [0.57, 1.84, -0.39], [-0.39, -1.03, -0.40], [0.86, -2.53, 0.30], [0.32, -0.20, 0.94]]}



# 7
{"formula": "CClF2O3S", "method": "ωB97M-V/def2-TZVPD", "charge": -1, "spin_multiplicity": 1, "orbital_gap_ev": [6.76, 8.70], "de_lowest_ev": 3.634, "symbols": ["C", "O", "O", "O", "F", "F", "S", "Cl"], "xyz": [[0.294882, 0.559452, 1.447637], [-0.233916, 0.199878, -2.960026], [-1.319439, -1.854228, -2.010515], [0.271961, -0.468006, -0.523265], [1.631254, 0.522163, 1.616578], [-0.065513, 1.794925, 1.281462], [-0.193395, -0.878265, -1.909053], [-0.385833, 0.124081, 3.057182]], "forces_ev_per_a": [[0.72, -0.48, 1.67], [-0.18, -1.07, 1.79], [0.89, 1.28, 0.63], [-0.67, -0.28, -1.04], [-0.26, -0.08, -0.68], [-0.21, 1.37, -1.11], [0.08, -0.02, -1.43], [-0.38, -0.71, 0.16]]}



# 8
{"formula": "CClF3OS", "method": "ωB97M-V/def2-TZVPD", "charge": 0, "spin_multiplicity": 1, "orbital_gap_ev": 10.56, "de_lowest_ev": 1.770, "symbols": ["C", "O", "F", "F", "F", "S", "Cl"], "xyz": [[-1.778761, -1.558681, 0.341880], [2.297624, 1.517044, -1.006872], [-2.580243, -0.694174, 0.797714], [-0.666355, -0.962775, -0.085114], [2.697385, 0.872366, 1.437340], [3.220073, 0.757887, -0.257329], [2.667297, -1.227141, -0.544311]], "forces_ev_per_a": [[1.30, -1.71, -0.77], [-0.46, 0.63, -0.36], [-0.02, 1.40, 0.17], [-1.28, 0.31, 0.60], [0.77, -0.32, -2.72], [-0.52, -0.76, 2.80], [0.22, 0.44, 0.27]]}



Calculated values (g mol⁻¹) of M for the records, taken in order: 146.98 114.98 164.38 180.37 285.76 149.53 165.52 152.52.
Calculated values (eV/Å) of strongest force on any atom for the records, taken in order: 2.44 1.75 2.64 4.43 2.75 3.05 2.09 2.95.